1.
10
Properties=species:S:1:pos:R:3:forces:R:3 method="wB97M-V/def2-TZVPD" e_lumo_ev=0.5 e_above_lowest_kcal_mol=78.7 energy_ha=-210.03827 total_charge=0 homo_energy_ev=-10.93 homo_lumo_gap_ev=11.46
H 1.649 1.507 0.186 1.5 0.3 -0.1
N -3.006 -0.084 -0.055 -4.9 -0.9 0.1
H 1.613 -1.002 -0.123 2.8 -0.6 -0.3
H 0.257 -1.615 0.828 0.4 -0.3 1.4
C 0.625 1.429 -0.013 -3.5 1.3 0.9
H 0.123 -1.814 -0.738 0.0 -0.2 -1.6
C 0.603 -1.152 -0.067 -2.4 0.6 0.9
C 0.108 0.218 -0.047 -4.7 0.8 -0.7
C -1.913 0.133 -0.089 9.2 1.1 0.0
H -0.061 2.379 0.117 1.7 -2.2 -0.5


2.
10
Properties=species:S:1:pos:R:3:forces:R:3 method="wB97M-V/def2-TZVPD" e_lumo_ev=0.7 e_above_lowest_kcal_mol=66.5 energy_ha=-210.05769 total_charge=0 homo_energy_ev=-8.56 homo_lumo_gap_ev=9.22 smiles="C=C=NC=C"
C 1.023 -0.365 0.386 3.4 -2.2 1.7
C -1.673 1.384 -0.500 0.1 -0.2 0.5
N 0.429 0.668 0.379 0.0 2.1 -0.6
C -0.766 0.439 -0.242 -3.4 0.1 -1.7
H 1.933 -2.123 -0.236 0.4 0.3 -0.1
H -2.553 1.182 -1.099 0.1 -0.1 0.1
H 2.280 -1.559 1.507 -0.6 -0.3 0.2
H -0.853 -0.568 -0.710 -0.4 0.8 0.4
C 1.750 -1.428 0.572 0.3 -0.4 -0.4
H -1.569 2.369 -0.057 0.1 0.0 -0.2


3.
10
Properties=species:S:1:pos:R:3:forces:R:3 method="wB97M-V/def2-TZVPD" e_lumo_ev=1.0 e_above_lowest_kcal_mol=80.4 energy_ha=-210.03560 total_charge=0 homo_energy_ev=-9.54 homo_lumo_gap_ev=10.58 smiles=C#C[C@@H]1CN1
C -0.842 0.466 0.750 -0.6 2.3 0.9
H -0.428 2.292 -0.426 0.0 -1.8 0.3
C 0.473 0.419 -0.002 -0.2 -2.2 1.5
H -0.857 1.008 1.762 0.3 -0.6 -1.7
C 0.699 -0.866 -0.627 0.5 -0.2 -0.5
C 0.951 -1.974 -1.017 -0.5 -1.7 -0.2
H 1.332 0.669 0.632 -0.3 0.8 -0.5
N -0.563 1.246 -0.503 -0.4 1.8 0.4
H 0.948 -3.061 -1.260 0.3 1.7 0.2
H -1.712 -0.199 0.691 0.9 -0.2 -0.4


4.
10
Properties=species:S:1:pos:R:3:forces:R:3 method="wB97M-V/def2-TZVPD" e_lumo_ev=0.8 e_above_lowest_kcal_mol=68.6 energy_ha=-210.05443 total_charge=0 homo_energy_ev=-10.87 homo_lumo_gap_ev=11.66 smiles=CC#N.C#C
H -3.560 -0.222 0.705 -1.2 -0.2 0.4
C 1.289 -0.802 -0.233 1.0 -0.5 -1.4
C 1.618 0.588 -0.179 -0.4 1.4 -1.4
H 1.432 -0.958 0.779 0.8 -1.8 2.2
N 1.959 1.682 -0.216 0.0 0.2 0.3
H -0.695 0.991 -0.215 0.4 0.6 0.0
H 0.270 -1.146 -0.389 0.0 0.6 -0.7
H 2.061 -1.259 -0.924 -1.1 0.0 1.1
C -1.634 0.756 0.195 -1.3 -0.5 0.0
C -2.739 0.370 0.478 1.9 0.2 -0.4


5.
10
Properties=species:S:1:pos:R:3:forces:R:3 method="wB97M-V/def2-TZVPD" e_lumo_ev=1.1 e_above_lowest_kcal_mol=118.5 energy_ha=-209.97488 total_charge=0 homo_energy_ev=-9.07 homo_lumo_gap_ev=10.15 smiles=C#C[C@H]1CN1
N 1.186 -0.457 0.882 0.8 0.3 -0.9
C 0.160 -1.427 0.952 -3.9 1.2 -0.9
H -0.333 -1.419 1.918 0.2 -0.3 0.3
C -0.094 1.091 -2.005 0.0 -0.1 0.0
C -0.089 0.655 -0.889 -0.3 -0.4 -0.2
H -0.104 1.469 -2.995 0.0 0.1 -0.1
H -0.717 -1.293 0.159 1.7 -1.9 0.2
H -0.445 0.858 1.186 -0.1 0.0 0.3
C -0.024 0.185 0.459 1.2 0.9 1.4
H 1.746 -0.655 0.063 0.4 0.2 0.0


6.
10
Properties=species:S:1:pos:R:3:forces:R:3 method="wB97M-V/def2-TZVPD" e_lumo_ev=1.0 e_above_lowest_kcal_mol=17.0 energy_ha=-210.13657 total_charge=0 homo_energy_ev=-9.66 homo_lumo_gap_ev=10.64 smiles="C1=CCN=C1"
C 0.729 -0.828 -0.732 -0.1 -0.1 0.0
C -1.052 -0.233 0.386 -0.1 0.1 0.1
H -1.862 0.120 -0.268 -0.1 0.1 0.2
H -1.527 -0.588 1.307 0.2 0.0 -0.1
H 1.378 -1.392 -1.398 0.0 0.0 0.2
H 1.934 1.076 -0.376 -0.1 -0.1 0.1
N -0.413 -1.295 -0.374 0.3 0.3 -0.2
H -0.179 1.773 1.109 0.0 -0.1 -0.2
C 1.029 0.507 -0.193 -0.1 0.0 0.1
C -0.038 0.861 0.538 0.0 0.0 -0.1


7.
10
Properties=species:S:1:pos:R:3:forces:R:3 method="wB97M-V/def2-TZVPD" e_lumo_ev=1.0 e_above_lowest_kcal_mol=69.4 energy_ha=-210.05315 total_charge=0 homo_energy_ev=-9.75 homo_lumo_gap_ev=10.78 smiles="C=C=C.C#N"
H 2.826 1.094 -0.525 0.1 1.7 -0.1
H -0.180 1.622 1.234 -0.3 -0.6 -0.9
C 2.569 0.217 -0.038 0.3 -0.8 -0.7
C -0.370 1.084 0.270 1.0 3.2 0.6
H -1.460 -2.058 0.127 -0.1 -0.1 0.0
N 2.471 -0.913 0.061 0.0 -0.9 0.7
H 0.425 -1.806 -0.057 0.7 -1.5 0.0
C -0.563 -1.471 0.128 0.3 1.1 -0.1
H -0.284 1.691 -0.646 -0.3 -0.3 0.5
C -0.460 -0.182 0.222 -1.7 -1.6 0.0


8.
11
Properties=species:S:1:pos:R:3:forces:R:3 method="wB97M-V/def2-TZVPD" e_lumo_ev=-7.9 e_above_lowest_kcal_mol=90.2 energy_ha=-264.47171 total_charge=+1 homo_energy_ev=-15.31 homo_lumo_gap_ev=7.41 smiles="C1=NCC=[N+]=C1"
H -0.218 1.187 2.042 -0.7 2.1 3.1
H -1.004 -1.165 1.377 -0.7 -2.5 2.2
C 0.091 -0.321 -1.383 -0.3 -1.2 -3.8
C -0.928 -0.400 0.716 2.9 3.3 0.6
N 1.152 0.880 0.640 2.3 -0.8 -5.8
H -1.813 0.162 0.687 -2.0 0.8 0.0
H -0.098 -0.722 -2.494 0.9 1.1 2.4
C 0.068 0.694 1.218 -0.8 -3.7 -2.9
C 1.278 0.251 -0.933 -4.7 1.6 7.7
N -0.712 -0.830 -0.527 -0.5 -1.1 -1.8
H 2.186 0.265 -1.343 3.6 0.3 -1.5